Formula: C4H6N2O
Source: the Open Molecules 2025 dataset
Level of theory: ωB97M-V/def2-TZVPD

Each line ends with the Mulliken charge.
CARTESIAN COORDINATES (ANGSTROEM)
H 2.210 -0.095 0.026  0.299
N 2.004 -1.199 0.125  -0.638
C 0.723 -1.367 0.132  0.072
N -0.047 -0.120 -0.156  0.065
C 0.658 1.018 -0.291  -0.057
C 0.226 2.193 0.222  -0.925
C -1.398 0.048 -0.064  0.094
O -2.207 -0.888 0.055  -0.555
H 0.169 -2.227 -0.015  0.422
H 1.585 0.793 -0.828  0.371
H 0.912 3.096 -0.014  0.218
H -0.542 2.293 1.067  0.320
H -1.637 1.116 -0.456  0.314

Properties
E_HOMO: -9.466 eV
LUMO level: 0.483 eV
Structure (SMILES): [H]/N=C\N(C=C)C=O

***

Formula: C16H58N4O11
Source: the Open Molecules 2025 dataset
Level of theory: ωB97M-V/def2-TZVPD

Each line ends with the Mulliken charge.
CARTESIAN COORDINATES (ANGSTROEM)
C 6.356 -30.515 16.701  -2.637
C 6.815 -30.440 15.211  2.957
C 7.550 -29.129 14.817  -1.763
O 7.887 -29.061 13.394  0.385
C 6.768 -28.959 12.507  -0.893
N 7.733 -31.548 14.927  -0.335
H 6.020 -31.525 16.934  -0.295
H 5.577 -29.813 16.999  0.399
H 7.147 -30.383 17.439  0.307
H 5.886 -30.512 14.645  0.148
H 8.427 -29.127 15.465  0.285
H 6.863 -28.330 15.094  0.495
H 6.217 -29.897 12.433  0.125
H 7.138 -28.856 11.487  0.123
H 6.112 -28.111 12.703  0.325
H 7.063 -32.287 14.771  0.209
H 8.084 -31.283 14.018  -0.165
C 10.033 -30.380 10.527  -1.395
C 9.982 -31.123 11.869  2.163
C 9.102 -32.407 11.777  -1.238
O 7.756 -31.985 11.742  -0.069
C 6.774 -33.069 11.837  -0.963
N 11.397 -31.390 12.217  -0.852
H 8.996 -30.157 10.272  0.135
H 10.291 -30.981 9.655  0.401
H 10.566 -29.429 10.532  0.354
H 9.678 -30.500 12.710  -0.896
H 9.325 -33.187 12.506  0.412
H 9.320 -32.953 10.859  0.616
H 7.036 -33.558 12.776  0.419
H 6.924 -33.691 10.954  0.325
H 5.791 -32.607 11.921  0.130
H 11.688 -32.166 11.641  0.277
H 11.954 -30.575 12.001  0.301
C 9.586 -26.359 11.693  -1.224
C 10.429 -26.103 12.973  0.648
C 9.786 -25.302 14.049  -0.810
O 9.764 -23.995 13.716  -0.347
C 9.067 -23.196 14.724  -0.821
N 10.812 -27.402 13.427  -0.812
H 10.171 -26.838 10.908  0.347
H 9.156 -25.424 11.335  0.435
H 8.707 -26.994 11.807  0.179
H 11.365 -25.595 12.737  0.373
H 10.293 -25.380 15.011  0.447
H 8.769 -25.633 14.258  0.228
H 8.165 -23.572 15.206  0.341
H 8.802 -22.268 14.217  0.270
H 9.710 -22.887 15.549  0.302
H 9.907 -27.824 13.581  0.166
H 11.089 -27.807 12.544  0.268
C 2.886 -27.893 13.144  -1.618
C 2.215 -28.909 12.116  0.213
C 3.204 -29.665 11.217  -0.112
O 4.171 -28.834 10.575  -0.305
C 5.044 -29.580 9.726  -0.761
N 1.382 -29.788 12.937  -0.789
H 2.146 -27.417 13.787  0.594
H 3.329 -27.070 12.583  0.290
H 3.642 -28.413 13.732  0.255
H 1.433 -28.402 11.550  0.266
H 2.661 -30.237 10.465  0.381
H 3.715 -30.400 11.840  -0.085
H 4.591 -29.788 8.756  0.410
H 5.517 -30.487 10.102  0.202
H 5.945 -28.971 9.656  0.278
H 1.920 -30.051 13.751  0.227
H 0.704 -29.165 13.352  0.359
O 3.565 -32.455 14.888  -0.765
H 4.265 -32.764 15.463  0.346
H 3.404 -31.554 15.169  0.306
O 9.655 -31.703 16.831  -0.723
H 8.951 -31.678 16.183  0.442
H 10.452 -31.544 16.324  0.247
O 8.244 -34.308 17.044  -0.642
H 8.982 -34.822 17.371  0.241
H 8.633 -33.480 16.763  0.315
O 9.529 -31.396 19.573  -0.666
H 8.648 -31.036 19.672  0.326
H 9.622 -31.549 18.633  0.391
O 4.969 -32.642 19.516  -0.892
H 4.911 -31.726 19.244  0.297
H 4.364 -32.711 20.255  0.368
O 3.772 -30.141 18.780  -0.508
H 3.434 -29.481 18.175  0.041
H 3.316 -29.967 19.604  0.368
O 5.511 -34.124 16.628  -0.708
H 6.386 -34.416 16.883  0.344
H 5.186 -33.644 17.390  0.288

Properties
E_HOMO (spin up / spin down): 0.036 / -7.149 eV
2S+1: 2
LUMO level (spin up / spin down): 2.167 / 2.160 eV
Total charge: -1

***

Formula: C7H17NO6P
Source: the Open Molecules 2025 dataset
Level of theory: ωB97M-V/def2-TZVPD

Each line ends with the Mulliken charge.
CARTESIAN COORDINATES (ANGSTROEM)
C -2.285 0.995 2.381  -1.056
C -0.315 -1.854 -1.859  -0.608
C 3.168 -1.463 0.221  -0.654
C -1.238 0.975 1.214  -0.640
C -1.606 -2.138 -1.155  -0.349
C 2.029 -1.663 1.051  0.295
C -2.313 0.038 -0.647  0.874
N -3.018 1.078 -0.969  -0.872
O 0.694 1.697 -1.680  -0.483
O 3.024 1.146 -0.957  -0.801
O 2.118 3.534 -0.551  -0.486
O 1.157 -2.529 0.924  -0.558
O -1.435 -0.053 0.368  -0.139
O -2.500 -1.016 -1.381  -0.395
P 1.802 1.857 -0.341  0.213
H -3.258 0.562 1.990  0.292
H -1.973 0.316 3.194  0.310
H -2.411 2.036 2.832  0.312
H 0.324 -1.119 -1.264  -0.094
H 0.189 -2.904 -1.857  0.296
H -0.401 -1.517 -2.891  0.366
H 4.200 -1.440 0.807  0.278
H 3.056 -0.425 -0.140  -0.011
H 3.376 -2.212 -0.464  0.383
H -0.312 0.876 1.569  0.478
H -1.420 2.073 0.839  0.238
H -1.427 -2.294 -0.144  0.360
H -2.126 -2.951 -1.684  0.296
H 2.164 -0.918 1.889  0.261
H -2.699 1.860 -0.421  0.339
H 0.306 2.592 -1.668  0.267
H 2.944 3.511 -1.232  0.289

Properties
E_HOMO: -4.309 eV
LUMO level: 3.303 eV
Total charge: -1

***

Formula: C5H16NO5
Source: the Open Molecules 2025 dataset
Level of theory: ωB97M-V/def2-TZVPD

Each line ends with the Mulliken charge.
CARTESIAN COORDINATES (ANGSTROEM)
O 2.180 1.750 -0.189  -0.597
C 1.143 1.527 -0.854  0.340
O 0.527 2.274 -1.597  -0.572
C 0.712 -0.016 -0.944  0.209
C -0.679 -0.197 -0.303  -0.597
C -0.999 -1.716 -0.478  -0.446
C -2.027 -2.052 0.614  -1.231
N 0.842 -0.399 -2.334  -0.466
H 1.427 -0.657 -0.434  0.484
H -0.483 0.023 0.744  0.341
H -1.502 0.431 -0.669  0.288
H -1.455 -1.886 -1.464  0.297
H -0.127 -2.361 -0.624  0.418
H -3.042 -2.047 0.237  0.312
H -1.939 -3.047 1.036  0.359
H -1.944 -1.412 1.478  0.350
H 0.898 0.382 -2.977  0.275
H 1.530 -1.134 -2.353  0.285
H 1.350 0.500 3.074  0.356
H -0.044 0.145 3.630  0.292
O 0.689 0.773 3.733  -0.658
H 2.956 -0.589 1.168  0.264
H 2.373 0.816 0.942  0.432
O 2.456 0.068 1.662  -0.753
H -1.262 2.547 -0.447  0.334
H -1.591 3.327 -1.711  0.329
O -1.990 2.951 -0.941  -0.644

Properties
E_HOMO (spin up / spin down): -10.660 / -10.656 eV
2S+1: 2
LUMO level (spin up / spin down): 0.065 / -4.169 eV

***

Formula: C2H5Cl3OSi
Source: the Open Molecules 2025 dataset
Level of theory: ωB97M-V/def2-TZVPD

Each line ends with the Mulliken charge.
CARTESIAN COORDINATES (ANGSTROEM)
C -2.963 -0.041 1.725  -1.429
C -1.627 0.130 1.007  0.047
O 1.151 -2.106 2.020  -0.421
Si 0.013 -0.823 2.165  0.413
Cl -1.148 -1.029 3.797  -0.182
Cl 1.403 0.653 2.284  -0.195
Cl -1.581 -0.428 -0.686  -0.065
H -3.149 -1.069 1.766  0.444
H -3.793 0.502 1.255  0.340
H -2.880 0.292 2.672  0.439
H -1.270 1.144 0.975  0.317
H 1.324 -2.676 1.353  0.292

Properties
E_HOMO (spin up / spin down): -5.391 / -10.764 eV
2S+1: 3
LUMO level (spin up / spin down): 0.692 / -3.824 eV

***

Formula: H18O9
Source: the Open Molecules 2025 dataset
Level of theory: ωB97M-V/def2-TZVPD

Each line ends with the Mulliken charge.
CARTESIAN COORDINATES (ANGSTROEM)
O 0.266 -3.200 -2.530  -0.606
H 0.809 -2.506 -2.919  0.297
H 0.076 -2.857 -1.681  0.390
O 0.045 0.874 -2.814  -0.599
H -0.217 1.491 -3.504  0.249
H 0.508 0.225 -3.282  0.256
O -1.334 -1.706 2.231  -0.581
H -0.739 -1.185 2.714  0.286
H -1.526 -2.355 2.882  0.276
O 0.931 2.522 0.139  -0.575
H 1.512 2.935 0.827  0.358
H 0.888 1.710 0.594  0.048
O 0.593 0.240 1.599  -0.737
H -0.047 0.096 0.923  0.555
H 0.331 1.052 2.040  0.375
O -1.100 2.183 2.612  -0.668
H -1.469 2.268 1.718  0.348
H -0.890 3.081 2.856  0.307
O -0.759 -2.467 -0.077  -0.851
H 0.206 -2.427 -0.052  0.295
H -1.043 -2.190 0.781  0.430
O -1.194 0.232 -0.404  -0.654
H -1.412 -0.697 -0.520  0.370
H -0.750 0.514 -1.243  0.342
O 2.277 0.432 -1.178  -0.625
H 2.670 0.973 -0.503  0.355
H 1.367 0.762 -1.210  0.361

Properties
E_HOMO: -10.873 eV
LUMO level: 0.268 eV
Structure (SMILES): O.O.O.O.O.O.O.O.O

***

| no. | maximum force (Eh/bohr) | energy (a.u.) |
| --- | --- | --- |
| 1 | 0.114 | -340.671694 |
| 2 | 0.071 | -1690.931141 |
| 3 | 0.130 | -1124.511281 |
| 4 | 0.066 | -630.976168 |
| 5 | 0.114 | -1824.454891 |
| 6 | 0.058 | -687.933870 |